The following is a quantum chemistry calculation of one molecule with the formula CH7N2P in a non-equilibrium geometry, from OMol25.

spin multiplicity	3
ΔE to the lowest compared entry with this formula, charge and spin	331.5	kJ/mol
F_max	3.4	eV/A
E_LUMO (alpha / beta)	1.270 / -1.553	eV
highest occupied orbital energy (alpha / beta)	-0.1819 / -0.3268	Eh

Each line ends with the Löwdin charge.
CARTESIAN COORDINATES (ANGSTROEM)
P1 -0.5615 -0.5054 -0.0801  0.74
N1 2.0380 0.4532 0.2592  -0.12
N2 1.1979 -0.3849 -0.5648  -0.40
C1 -2.0929 0.3295 0.0441  -0.27
H1 -0.6243 -0.9658 1.1736  -0.06
H2 -1.9815 1.0686 0.7611  -0.02
H3 -0.9862 -1.7112 -0.7726  -0.01
H4 1.8613 0.2870 1.2254  0.02
H5 1.9385 1.5452 0.1466  0.10
H6 1.6173 -0.9023 -1.3936  0.07
H7 -2.4064 0.7861 -0.7990  -0.04


The following is a quantum chemistry calculation of one molecule with the formula C3H7ClFN3 in a non-equilibrium geometry, from OMol25.

ΔE to the lowest compared entry with this formula, charge and spin	208.0	kJ/mol
F_max	6.2	eV/A
E_LUMO	0.760	eV
highest occupied orbital energy	-0.3353	Eh

Each line ends with the Löwdin charge.
CARTESIAN COORDINATES (ANGSTROEM)
Cl1 1.3142 -0.4186 1.7811  0.69
F1 -1.1327 -0.2907 1.5647  0.02
N1 0.8592 -1.5287 -0.9885  -0.01
N2 0.1336 1.3349 -1.2335  0.13
N3 -0.9403 2.2237 0.6357  0.03
C1 -0.2574 1.1858 -0.0606  -0.52
C2 -0.2979 -1.2852 -0.2908  -0.31
C3 -0.1366 -0.1547 0.7467  -0.84
H1 0.6056 -2.0842 -1.7216  0.05
H2 -1.1437 -1.0893 -0.9051  0.12
H3 -0.4838 2.3710 1.7248  0.17
H4 -0.4574 -2.1804 0.4641  0.15
H5 0.8448 0.6396 -1.6798  0.10
H6 -0.4511 3.1994 0.3027  0.14
H7 1.5434 -1.9225 -0.3400  0.07


The following is a quantum chemistry calculation of a 2-piece molecular cluster, CF3IO overall in a non-equilibrium geometry, from OMol25.

ΔE to the lowest compared entry with this formula, charge and spin	403.8	kJ/mol
F_max	2.4	eV/A
E_LUMO (alpha / beta)	-0.542 / -2.337	eV
highest occupied orbital energy (alpha / beta)	-0.3591 / -0.3396	Eh

Each line ends with the Löwdin charge.
CARTESIAN COORDINATES (ANGSTROEM)
I1 0.6141 -2.6970 0.7092  0.95
F1 -0.4786 1.6789 0.8758  0.14
F2 -0.0993 1.4450 -1.3269  0.17
F3 -1.4287 0.0534 -0.2196  0.11
O1 1.8043 -1.3750 0.1485  -0.91
C1 -0.4117 0.8946 -0.1870  -0.45


The following is a quantum chemistry calculation of a 10-piece molecular cluster, C24H58N2O8S8 overall in a non-equilibrium geometry, from OMol25.

ΔE to the lowest compared entry with this formula, charge and spin	202.8	kJ/mol
F_max	3.2	eV/A
E_LUMO	-0.172	eV
highest occupied orbital energy	-0.2847	Eh

Each line ends with the Löwdin charge.
CARTESIAN COORDINATES (ANGSTROEM)
S1 -19.5664 1.2622 21.6042  0.82
S2 -22.1288 2.2090 26.0901  0.86
S3 -17.2316 3.8105 24.6652  0.90
S4 -11.5350 3.1121 23.6419  0.89
S5 -20.3512 7.3160 26.6442  0.83
S6 -15.4269 4.2292 28.0942  0.87
S7 -15.2255 -0.8428 21.0517  0.83
S8 -13.6380 8.0257 23.8079  0.86
O1 -17.7390 2.4926 23.9871  -0.61
O2 -12.5881 3.1059 24.7602  -0.60
O3 -14.4522 7.5873 22.5311  -0.61
O4 -21.7262 6.9213 27.2447  -0.58
O5 -19.3637 0.5936 20.2425  -0.56
O6 -15.1912 -1.5195 19.6830  -0.58
O7 -22.0592 0.7593 26.4200  -0.59
O8 -16.1606 5.3773 27.3393  -0.62
N1 -17.0815 6.8161 20.6753  0.01
N2 -17.9010 0.0377 25.5011  0.04
C1 -14.1487 3.5830 26.9939  -0.27
C2 -16.6418 2.8885 28.2979  -0.24
C3 -16.8641 -1.9381 25.8338  -0.12
C4 -20.0597 9.0171 27.2460  -0.27
C5 -18.0812 -1.9295 26.5457  -0.11
C6 -17.3239 5.7718 19.8611  -0.14
C7 -16.6803 -0.6663 25.3260  -0.13
C8 -16.7694 -1.4572 21.8935  -0.25
C9 -18.6911 -0.7567 26.2105  -0.19
C10 -11.7753 4.6772 22.7622  -0.28
C11 -19.3067 6.7108 20.4414  -0.09
C12 -20.9590 0.5542 22.6075  -0.22
C13 -15.7889 4.2813 23.6654  -0.24
C14 -14.4144 7.0702 25.1942  -0.24
C15 -18.2807 5.2191 24.0525  -0.22
C16 -14.0180 9.7797 24.1458  -0.26
C17 -19.0951 6.4959 27.6630  -0.27
C18 -20.2593 2.8174 26.1590  -0.21
C19 -18.6912 5.6463 19.7057  -0.13
C20 -22.6064 3.0339 27.7209  -0.24
C21 -15.9190 0.8346 20.7824  -0.27
C22 -20.1059 3.0127 21.5650  -0.24
C23 -18.2393 7.4073 21.0500  -0.15
C24 -12.3405 2.1338 22.2379  -0.22
H1 -16.2056 1.4348 21.6460  0.03
H2 -17.6923 6.1332 24.1325  0.04
H3 -16.5773 5.1301 19.4171  0.11
H4 -12.3849 1.1074 22.6022  0.04
H5 -17.6418 -1.5759 21.2509  0.05
H6 -15.0970 9.9047 24.2370  0.05
H7 -16.7545 0.7433 20.0883  0.04
H8 -13.7205 10.4898 23.3742  0.06
H9 -20.1866 3.9047 26.1810  0.01
H10 -22.1901 2.6474 28.6511  0.06
H11 -15.7666 -0.2875 24.8924  0.10
H12 -11.8598 2.2387 21.2653  0.06
H13 -15.6715 5.3596 23.7737  0.01
H14 -13.8562 6.1445 25.3339  0.04
H15 -15.1124 1.3166 20.2300  0.03
H16 -13.2685 4.2139 27.1174  0.05
H17 -15.8284 4.0111 22.6102  0.06
H18 -19.7447 2.3778 25.3045  0.00
H19 -11.3581 4.6441 21.7557  0.06
H20 -17.3391 2.9603 27.4632  0.01
H21 -19.8003 2.4737 27.0859  0.05
H22 -14.4799 3.5877 25.9555  0.00
H23 -16.1099 -2.7021 25.9522  0.09
H24 -20.9673 -0.4305 22.1401  0.04
H25 -15.4936 7.0968 25.0437  0.04
H26 -11.2380 5.4201 23.3517  0.05
H27 -18.2728 8.2519 21.7223  0.11
H28 -20.8525 9.7539 27.1170  0.06
H29 -18.3969 -2.6874 27.2474  0.09
H30 -20.3252 7.0693 20.4661  0.09
H31 -14.0036 2.5257 27.2157  0.06
H32 -18.9031 5.4489 27.4281  0.03
H33 -22.2376 4.0542 27.6151  0.02
H34 -18.2374 0.8853 25.0670  0.07
H35 -16.5446 -2.3699 22.4454  0.04
H36 -14.2297 7.5840 26.1376  0.05
H37 -17.1160 -0.7430 22.6404  0.01
H38 -19.2278 5.3763 24.5685  0.03
H39 -19.8669 3.5524 22.4814  0.03
H40 -16.2161 7.2412 20.9760  0.12
H41 -12.8254 4.8436 22.5221  0.05
H42 -21.1607 3.1334 21.3179  0.05
H43 -20.1067 8.9173 28.3304  0.04
H44 -18.1382 6.9995 27.5253  0.04
H45 -21.9149 1.0365 22.4037  0.05
H46 -18.3996 5.2135 22.9690  0.04
H47 -20.7921 0.4784 23.6820  0.03
H48 -13.5631 10.0511 25.0984  0.05
H49 -19.2651 4.9696 19.0899  0.09
H50 -16.1570 1.9151 28.2222  0.05
H51 -19.6061 3.5522 20.7605  0.01
H52 -13.3542 2.5343 22.2315  0.03
H53 -17.2146 2.9651 29.2221  0.05
H54 -19.6173 -0.3765 26.6154  0.10
H55 -14.8998 3.7333 23.9773  0.02
H56 -23.6940 3.0178 27.7924  0.04
H57 -19.0568 9.4401 27.1878  0.05
H58 -19.3522 6.6534 28.7104  0.06


The following is a quantum chemistry calculation of one molecule with the formula C7H12 in a non-equilibrium geometry, from OMol25.

ΔE to the lowest compared entry with this formula, charge and spin	134.8	kJ/mol
F_max	1.9	eV/A
E_LUMO	1.050	eV
highest occupied orbital energy	-0.3025	Eh

Each line ends with the Löwdin charge.
CARTESIAN COORDINATES (ANGSTROEM)
C1 0.5616 0.4861 0.6718  -0.11
C2 -2.5522 2.0898 0.0405  -0.11
C3 2.5451 -2.3533 -1.1280  -0.11
C4 1.4394 -1.4537 -0.6532  -0.17
C5 -1.8083 1.1749 1.0665  -0.24
C6 -0.7336 0.3281 0.4353  -0.13
C7 1.6063 -0.4316 0.1992  -0.13
H1 -1.4559 1.8574 1.8397  0.10
H2 -1.1653 -0.4919 -0.1236  0.11
H3 3.4572 -1.7854 -1.2649  0.07
H4 2.5604 -3.2483 -0.4955  0.08
H5 2.6380 -0.4062 0.5398  0.10
H6 0.4752 -1.7268 -1.0750  0.10
H7 -2.3522 3.1565 0.1151  0.06
H8 -3.6311 2.0178 0.1912  0.06
H9 -2.5647 0.5132 1.4822  0.10
H10 -2.2904 1.7654 -0.9674  0.06
H11 1.0095 1.3134 1.2094  0.10
H12 2.2613 -2.8054 -2.0830  0.07


The following is a quantum chemistry calculation of a 10-piece molecular cluster, C35H78F8N10O21S8 overall in a non-equilibrium geometry, from OMol25.

total charge	+1
spin multiplicity	2
F_max	11.7	eV/A
E_LUMO (alpha / beta)	-6.732 / -6.732	eV
highest occupied orbital energy (alpha / beta)	-0.3598 / -0.3859	Eh

Each line ends with the Löwdin charge.
CARTESIAN COORDINATES (ANGSTROEM)
S1 2.5432 4.3679 0.3421  0.59
S2 -0.5604 -0.0582 -3.4095  0.45
S3 2.8675 1.8941 3.8361  0.42
S4 -0.8929 -2.2020 -2.8710  0.60
S5 4.3221 1.7461 5.5814  0.56
S6 3.8385 -3.2728 -0.7237  0.63
S7 2.4175 -4.4381 0.8182  0.41
S8 1.9278 4.7487 -1.9291  0.46
F1 2.1985 5.7881 -3.1628  -0.23
F2 3.4575 5.1266 1.4957  -0.22
F3 -0.2173 -3.4254 -2.0283  -0.22
F4 0.4611 1.1552 -3.1784  -0.20
F5 4.3452 -1.7661 -0.5585  -0.19
F6 4.5639 0.7030 6.7885  -0.21
F7 1.3482 1.4162 3.5845  -0.23
F8 0.9607 -4.0966 1.4117  -0.24
O1 -1.7684 0.5935 -2.8236  -0.28
O2 4.0472 2.9303 6.3559  -0.25
O3 3.2105 -4.8624 1.9490  -0.27
O4 5.0667 -4.0014 -0.2835  -0.27
O5 -0.9310 -2.8556 -4.1499  -0.22
O6 -4.0796 -0.0692 0.3159  0.14
O7 2.2071 -5.4723 -0.1841  -0.28
O8 2.6175 3.2977 4.0191  -0.23
O9 1.2785 4.3116 0.9751  -0.26
O10 0.5500 1.1055 0.9183  0.17
O11 3.6141 1.3661 2.7179  -0.27
O12 -0.3599 -0.1621 -4.8391  -0.24
O13 3.0159 -1.9975 7.0237  0.18
O14 3.4424 -3.3688 -2.1213  -0.27
O15 5.5281 1.6237 4.7876  -0.25
O16 3.4613 3.2438 0.2576  -0.29
O17 -4.5083 2.5673 1.5620  -0.11
O18 2.5083 3.5111 -2.4968  -0.34
O19 -2.1321 -2.1315 -2.0325  -0.34
O20 -4.7241 -7.2038 -0.3026  0.13
O21 0.4766 4.8288 -1.8039  -0.30
N1 2.9630 0.9694 5.0397  -0.31
N2 2.5730 -3.0193 0.3769  -0.30
N3 -6.3953 -0.7258 0.5830  0.09
N4 0.2538 -1.0239 -2.5537  -0.24
N5 6.0210 3.4328 -4.4613  -0.26
N6 1.7799 -1.4228 4.9998  0.08
N7 -3.9416 3.6479 0.9370  -0.05
N8 2.6257 5.6263 -0.8675  -0.24
N9 -4.0114 -6.4414 0.5754  0.13
N10 1.6440 -0.4879 -0.4413  0.09
C1 -5.4572 3.6453 -1.0177  -0.04
C2 -1.1548 -6.7502 0.9360  -0.15
C3 -1.9188 5.1617 0.4221  -0.10
C4 -4.2336 5.8621 -0.3814  -0.13
C5 0.7186 -2.7629 6.9570  0.02
C6 7.9387 4.8228 -4.9038  -0.17
C7 -4.9406 4.5718 0.1852  -0.37
C8 7.2334 2.7514 -3.8679  -0.08
C9 -3.1698 -5.2959 -0.0722  -0.37
C10 2.7193 0.5157 -0.7068  0.00
C11 4.9927 2.4277 -5.0117  -0.06
C12 4.6108 1.2680 -3.9686  -0.18
C13 -6.1956 4.9632 1.0765  -0.03
C14 -0.7143 -0.8836 0.4613  0.01
C15 -1.7381 -5.9522 -0.2436  -0.08
C16 -1.9737 2.6956 -0.0906  -0.03
C17 -6.3761 -0.2652 2.0431  0.04
C18 -2.7418 5.7336 -0.7919  -0.15
C19 -3.5218 -6.2047 3.0670  0.00
C20 5.3737 4.5046 -3.5545  0.06
C21 -5.2993 -0.4223 -1.7910  0.04
C22 -3.8279 -4.9089 -1.3701  -0.02
C23 3.3844 0.4161 -4.3657  -0.09
C24 -1.7781 3.5017 2.3091  -0.02
C25 -5.1248 -0.3993 -0.2531  -0.28
C26 0.5363 0.0108 0.4725  -0.35
C27 -4.4758 -8.4419 2.2690  -0.01
C28 -2.4274 3.7363 0.9278  -0.42
C29 2.0134 -2.0816 6.3708  -0.33
C30 6.6690 4.2660 -5.5570  -0.11
C31 -3.5827 -7.2147 1.8499  -0.38
C32 -2.1872 -7.7527 1.4272  -0.13
C33 1.9953 -2.3300 3.7447  0.06
C34 -2.9728 -3.9992 0.8291  0.00
C35 8.3614 3.8919 -3.7476  -0.11
H1 4.3763 1.7596 -3.0244  0.08
H2 4.9372 3.8922 -2.7655  0.09
H3 2.2252 -0.5163 4.9992  0.05
H4 -2.6864 -3.0592 0.3576  0.07
H5 -1.9468 5.8191 1.2911  0.11
H6 -3.8217 -5.7772 -2.0289  0.10
H7 3.0536 -2.5882 3.7084  0.12
H8 6.0219 5.0363 -5.9765  0.14
H9 -5.5023 -0.7132 2.5161  0.10
H10 -5.2643 0.5845 -2.2072  0.10
H11 -7.3096 -0.5910 2.5021  0.10
H12 8.3023 4.3495 -2.7601  0.11
H13 -4.4174 6.6307 0.3694  0.11
H14 7.0543 3.6361 -6.3588  0.13
H15 -4.5947 -1.0355 -2.3528  0.09
H16 -5.8966 5.2098 2.0953  0.08
H17 -6.3019 4.0474 -1.5770  0.08
H18 -2.1248 4.2729 2.9969  0.08
H19 3.4633 0.6200 0.0830  0.10
H20 -2.1553 -4.1802 1.5270  0.07
H21 7.9698 5.8488 -4.5372  0.12
H22 -4.7291 -9.1825 1.5104  0.09
H23 6.0684 5.3022 -3.2909  0.11
H24 -2.6031 5.1408 -1.6960  0.10
H25 1.4094 -3.2094 4.0121  0.08
H26 3.4706 -0.3312 -5.1544  0.08
H27 -0.2758 -7.3135 0.6228  0.14
H28 1.0699 -3.3310 7.8184  0.09
H29 5.4131 0.5338 -3.8945  0.11
H30 -2.3464 6.7181 -1.0418  0.11
H31 -1.1307 -5.1088 -0.5719  0.11
H32 -2.8099 -5.3801 3.0303  0.06
H33 1.5280 -1.7778 2.9293  0.09
H34 -1.7627 -6.6752 -1.0589  0.14
H35 -2.0424 1.6528 0.2191  0.06
H36 -0.8535 5.1210 0.1949  0.08
H37 4.5846 4.9573 -4.1549  0.10
H38 -4.7610 -4.3485 -1.3131  0.10
H39 -4.0604 -9.0602 3.0648  0.10
H40 2.0091 -1.3111 0.0161  0.08
H41 2.4358 0.9369 -4.4965  0.06
H42 -1.7384 -8.1650 2.3309  0.14
H43 -1.3778 -0.4689 -0.2976  0.06
H44 7.0106 2.0865 -3.0334  0.13
H45 -2.1182 2.5666 2.7541  0.07
H46 -6.7766 -1.6570 0.4955  0.17
H47 1.1909 -0.7338 -1.3098  0.04
H48 -5.4336 -8.0263 2.5819  0.09
H49 -0.9206 2.7856 -0.3570  0.08
H50 0.8196 -1.1102 4.9840  0.15
H51 3.2783 0.1674 -1.5753  0.07
H52 3.0914 -0.2498 -3.5540  0.05
H53 9.3688 3.4762 -3.7686  0.11
H54 0.0354 -1.9991 7.3285  0.09
H55 -6.8385 4.0917 1.2000  0.05
H56 -4.6730 6.2420 -1.3037  0.11
H57 -0.8443 -6.1003 1.7541  0.10
H58 0.3083 -3.4438 6.2113  0.07
H59 4.1076 2.9842 -5.3201  0.14
H60 2.2452 1.4793 -0.8933  0.07
H61 -3.8873 -3.7148 1.3495  0.08
H62 -5.8591 2.6947 -0.6671  0.04
H63 5.5227 2.0322 -5.8782  0.12
H64 -0.6037 -1.9511 0.2703  0.06
H65 -6.9154 5.6543 0.6379  0.08
H66 -6.2474 -0.8633 -2.0989  0.08
H67 -2.2599 -8.5652 0.7042  0.14
H68 -2.4719 2.8889 -1.0406  0.08
H69 -1.2147 -0.6918 1.4105  0.09
H70 -6.2502 0.8174 2.0289  0.09
H71 -7.1450 -0.2134 0.1408  0.16
H72 7.6048 2.0532 -4.6181  0.13
H73 -3.1309 -6.8282 3.8712  0.10
H74 8.7198 4.7113 -5.6559  0.11
H75 -0.6950 3.6093 2.3670  0.08
H76 -4.5041 -5.8047 3.3184  0.09
H77 -4.6777 3.4320 -1.7492  0.07
H78 -3.0643 -4.3426 -1.9033  0.08